107
Properties=species:S:1:pos:R:3:forces:R:3 method="wB97M-V/def2-TZVPD" charge=+3 e_lumo_ev="-10.677 / -10.684" e_above_lowest_kj_mol=135.71 orbital_gap_ha="0.1792 / 0.1790"
Nb 12.28795 12.85499 10.39786 1.021 -0.944 1.049
C 10.40571 13.72580 15.81455 -0.893 -0.335 -0.242
N 11.05151 14.14077 14.56373 1.577 -0.366 -1.424
C 12.19884 15.09507 14.66129 -0.196 -0.379 0.496
C 10.88116 13.53654 13.37525 0.046 1.255 0.839
O 11.52081 13.85600 12.32388 0.656 -0.529 0.475
C 9.74636 12.57937 13.25639 -0.737 -0.700 -0.677
O 10.00098 11.72116 12.12234 -0.925 0.305 -0.293
C 8.97501 11.76907 11.10990 0.658 -1.006 1.626
C 9.29926 12.69105 9.99562 -0.266 -0.317 -2.061
O 10.39955 13.37076 10.11626 -2.106 0.468 -1.509
N 8.49286 12.72384 8.90499 0.875 1.520 2.038
C 8.29544 14.00886 8.20652 0.644 1.098 -0.501
C 7.32510 11.87568 8.66785 -0.456 -1.034 0.058
H 10.72131 14.41293 16.59640 0.064 -0.199 -0.029
H 10.65559 12.67569 16.08651 -0.132 0.764 -0.111
H 9.31266 13.85391 15.69758 0.486 -0.250 0.260
H 11.97820 15.83390 15.45151 0.140 -0.416 -0.441
H 12.24197 15.57756 13.69699 0.378 0.301 -0.060
H 13.15228 14.55209 14.89652 -0.875 0.467 -0.220
H 8.82146 13.16598 13.05920 0.509 -0.194 0.407
H 9.59810 11.97854 14.16522 0.039 0.080 -0.394
H 8.02636 12.02245 11.57067 -0.339 0.306 -0.047
H 8.84062 10.75124 10.76149 0.061 -0.151 -0.289
H 9.26359 14.54620 8.07059 -0.831 -0.400 0.168
H 7.55897 14.66918 8.76861 0.897 -0.953 -0.632
H 7.89016 13.74982 7.22039 0.109 0.372 0.261
H 7.34405 10.98944 9.29966 -0.010 0.013 -0.048
H 7.33375 11.52063 7.60738 0.112 0.476 0.815
H 6.37701 12.41078 8.85664 0.527 -0.061 -0.091
O 13.92348 12.81134 11.74726 -3.173 -2.964 0.044
N 13.06082 11.63355 11.81254 2.485 2.080 0.109
C 13.27600 10.63867 12.63076 -0.052 2.891 -1.245
C 14.26547 10.67953 13.60381 1.819 -0.244 1.561
N 15.13198 10.62904 14.36634 -0.665 0.175 -0.442
C 12.65547 9.47782 12.23518 -1.248 -5.137 -1.565
N 12.38147 8.46211 11.70724 0.911 3.376 1.518
C 20.43752 12.78326 8.12548 0.721 -0.919 -0.340
C 19.84759 14.09431 7.59490 0.552 0.448 -0.253
C 19.86303 14.00790 6.06091 -0.512 -0.333 -0.335
C 20.76814 15.25363 7.97655 1.206 0.790 0.781
C 18.43182 14.40073 8.16464 -1.050 -0.164 0.882
O 17.77768 15.47627 7.46391 0.081 -0.699 0.845
C 18.47300 14.66448 9.73750 -0.296 -0.143 0.246
C 18.39320 16.14751 10.23826 -0.136 0.782 -1.059
C 16.95597 16.62278 10.49085 0.736 -0.121 -0.580
C 16.29904 16.08192 11.57063 -0.521 -0.789 1.339
C 14.90411 16.05812 11.65741 -0.278 -0.472 -0.949
C 14.16856 16.60686 10.59990 1.533 -0.168 -0.009
Cl 12.56203 16.02957 10.21695 -0.628 -0.288 0.327
C 14.81220 17.40258 9.65424 -0.178 0.048 -0.617
C 16.22015 17.43405 9.62500 -0.422 0.260 -0.463
C 17.60406 13.10636 7.94079 0.921 -1.534 0.138
N 16.16002 13.12799 8.24034 -1.459 0.268 -0.930
C 15.40870 12.89852 9.31898 0.809 0.931 -0.038
N 14.12689 13.24499 9.06955 -0.665 -0.525 -0.001
C 14.15439 13.63552 7.75087 -0.158 -0.163 -0.780
N 15.32730 13.51675 7.18930 0.188 0.467 1.312
H 21.53435 12.78893 7.90249 -0.858 0.006 0.277
H 20.04600 11.89100 7.58330 0.142 0.610 0.309
H 20.31971 12.57168 9.19646 0.075 0.315 -0.140
H 20.89410 14.09157 5.65789 -0.713 0.145 0.313
H 19.19665 14.78317 5.67525 0.429 0.067 -0.309
H 19.47192 13.03993 5.69409 0.144 0.342 0.169
H 21.78672 15.14750 7.50642 -1.080 -0.051 0.378
H 20.96448 15.29917 9.08905 -0.268 0.014 -1.108
H 20.37537 16.23945 7.64677 0.127 -0.621 0.190
H 16.89586 15.51905 7.88403 0.489 0.417 -0.497
H 19.38596 14.20584 10.14007 -0.195 0.217 -0.197
H 17.65709 14.07498 10.22808 0.401 0.519 -0.313
H 18.87457 16.78697 9.47164 -0.305 -0.262 0.419
H 18.95508 16.30814 11.15432 0.168 -0.352 0.102
H 16.87820 15.56299 12.36209 -0.418 0.301 -0.629
H 14.41390 15.40428 12.36614 -0.001 0.206 0.269
H 14.19850 17.88799 8.86634 0.687 -0.245 0.606
H 16.72927 18.05477 8.87027 -0.301 -0.526 0.288
H 18.06348 12.31822 8.57645 -0.472 0.416 -0.384
H 17.69740 12.77494 6.88529 -0.291 0.310 0.681
H 15.81678 12.65495 10.29240 -0.160 -0.186 -0.227
H 13.28170 13.98344 7.18155 0.595 -0.251 0.457
C 10.15248 9.80484 5.94465 0.000 -2.068 0.232
Si 11.43700 10.62610 7.06345 0.294 1.056 -2.441
C 13.09936 10.11151 6.31340 0.162 0.202 0.317
C 11.17733 12.47431 6.60059 0.253 -0.466 -0.164
As 11.54769 10.42098 9.40954 0.692 1.477 0.973
Si 10.84310 7.97250 10.10736 -1.331 -1.655 -0.167
C 12.03363 6.99243 9.02298 0.294 -0.503 0.098
C 9.10968 8.35497 9.37763 0.170 0.182 -0.317
C 10.12527 7.06345 11.61674 0.499 1.089 0.822
H 10.67852 9.09977 5.22384 -0.437 0.912 0.872
H 9.59941 10.52040 5.34658 0.024 0.274 0.025
H 9.41117 9.15108 6.44707 0.269 0.382 -0.256
H 13.10977 10.29981 5.20361 -0.271 -0.417 1.026
H 13.27777 9.04641 6.56249 0.156 0.523 -0.446
H 13.91642 10.72874 6.72224 -0.109 -0.350 -0.014
H 10.17172 12.60068 6.17846 0.190 0.109 0.298
H 11.87930 12.60775 5.75005 -0.312 0.194 0.471
H 11.36226 13.23977 7.36105 -0.089 -0.005 -0.151
H 12.83881 7.58278 8.54624 -0.362 -0.305 0.342
H 11.46877 6.49370 8.21580 0.003 0.357 0.205
H 12.49166 6.13549 9.59105 -0.309 1.003 -0.275
H 9.07959 9.10382 8.56535 -0.275 -0.501 0.249
H 8.47396 8.68446 10.22349 0.241 -0.103 -0.418
H 8.68499 7.36849 9.04438 0.412 0.874 0.091
H 10.87192 6.46630 12.15297 -0.223 0.041 -0.167
H 9.24880 6.46560 11.37348 0.050 -0.043 -0.253
H 9.76948 7.85185 12.34015 0.265 -0.692 -0.532

---

110
Properties=species:S:1:pos:R:3:forces:R:3 method="wB97M-V/def2-TZVPD" e_lumo_ev=0.291 smiles="CCOC(=O)OC.CCOC(=O)OC.CCOC(=O)OC.O=C1CCCO1.O=C1CCCO1.O=C1CCCO1.O=C1CCCO1.O=C1CCCO1.ClCCl" orbital_gap_ha=0.3740
C 0.08012 -0.11979 -0.84259 0.655 0.413 -0.581
Cl -0.80604 0.41495 -2.25355 -0.322 0.824 -0.833
Cl -0.64165 -1.58225 -0.34899 -0.554 -1.803 0.913
H 1.07099 -0.36748 -1.22329 0.145 0.504 0.580
H 0.00271 0.61385 -0.04017 0.262 -0.032 -0.222
O -1.19633 5.18781 2.68266 3.432 -2.165 -0.754
C -0.21332 4.47511 2.37037 -3.599 0.892 0.953
O 1.02192 4.62796 2.90064 -1.345 1.846 1.283
C 1.98720 3.89020 2.25827 -0.407 -1.807 -1.632
C 1.17941 2.81743 1.51487 0.850 -1.897 -0.410
C -0.21685 3.29032 1.37384 0.079 2.772 0.332
H 2.63573 3.35437 2.95137 0.310 0.756 0.118
H 2.46942 4.48498 1.48251 0.521 0.305 0.481
H 1.15377 1.89086 2.08838 0.297 -0.175 0.035
H 1.65469 2.61014 0.55610 -0.062 -0.246 0.015
H -1.05651 2.60173 1.46826 0.278 0.177 0.062
H -0.29328 3.89617 0.47095 -0.445 -0.458 -0.412
O 0.58391 5.75651 -0.64104 -0.081 -0.676 -2.042
C 0.52149 5.28882 -1.77062 0.009 1.985 1.692
O 0.30779 6.10506 -2.86976 0.029 0.453 1.543
C 0.02057 5.39218 -4.04544 1.068 -1.752 0.111
C 0.66318 3.96682 -3.71036 -0.649 0.617 -0.572
C 0.72917 3.87862 -2.16537 -0.342 -0.430 -2.048
H 0.52624 5.80147 -4.92002 0.249 0.343 0.303
H -1.04038 5.47752 -4.28039 -0.174 -0.521 0.330
H 1.67242 3.97663 -4.12199 -0.139 -0.193 -0.151
H 0.06882 3.16632 -4.15087 0.321 -0.111 -0.023
H 1.70448 3.52017 -1.83616 -0.186 -0.020 0.194
H -0.06844 3.19801 -1.86754 0.034 0.212 0.681
O 2.49419 -3.64841 0.34118 -0.246 1.062 1.403
C 2.13255 -2.95175 1.27363 0.102 -0.575 -2.087
O 2.51868 -1.64850 1.39409 -0.864 0.122 0.760
C 1.93214 -1.10597 2.62199 0.158 0.224 0.435
C 1.34448 -2.28220 3.38716 0.299 0.984 0.357
C 1.10421 -3.29513 2.31873 1.016 -1.153 -0.029
H 1.08853 -0.41598 2.60347 0.246 0.405 -1.654
H 2.73902 -0.59623 3.14850 0.062 -0.133 -0.002
H 0.43223 -1.94067 3.87631 0.183 -0.264 0.350
H 2.13757 -2.56023 4.08128 -0.519 -0.680 0.302
H 0.15947 -3.29498 1.77507 -0.158 0.151 0.418
H 1.31552 -4.29283 2.70349 -0.320 -0.158 -0.343
O 3.26669 0.90150 -2.43452 1.177 0.933 0.779
C 3.98178 1.27630 -1.51748 -1.236 -1.277 -2.365
O 3.54993 1.08925 -0.27807 -0.274 0.411 1.585
C 4.46457 1.64066 0.65430 2.746 -0.021 0.336
C 5.81157 1.68273 -0.12087 0.846 0.432 1.334
C 5.38271 1.83359 -1.52447 0.307 0.012 -1.011
H 4.75370 0.99310 1.48205 -1.321 -0.257 0.182
H 4.22934 2.63777 1.02650 -0.655 -0.097 -0.205
H 6.43269 0.81739 0.11039 -0.472 -0.510 -0.388
H 6.50092 2.47801 0.16274 -0.428 0.394 0.280
H 6.03892 1.31168 -2.22096 -0.375 -0.024 -0.215
H 5.41510 2.89296 -1.77899 -0.408 0.002 -0.316
O 3.94144 -4.37863 -5.59976 -1.569 0.574 1.033
C 3.12734 -3.72557 -4.97960 2.130 0.563 -0.692
O 3.44181 -3.25096 -3.69140 -0.356 -0.662 -1.891
C 2.45884 -2.31652 -3.28789 -0.587 0.412 0.899
C 1.24638 -2.59448 -4.14229 -0.663 0.368 0.086
C 1.80777 -3.09587 -5.49296 -0.346 -0.444 2.066
H 2.76779 -1.27209 -3.33032 0.571 -0.094 -0.457
H 2.23292 -2.49657 -2.23687 0.089 -0.150 0.113
H 0.59162 -1.72400 -4.18298 0.091 0.086 -0.278
H 0.67217 -3.33517 -3.58573 -0.114 -0.446 -0.508
H 1.96376 -2.27084 -6.18801 0.347 -0.214 -0.021
H 1.13034 -3.83788 -5.91559 0.388 -0.009 -0.263
C -2.99470 -2.76112 2.19660 0.055 -0.808 0.693
C -3.64683 -1.47285 1.79173 1.308 0.418 -1.727
O -3.53783 -0.37591 2.69792 1.440 1.270 1.344
C -2.30783 0.24823 2.97567 0.220 -2.608 -0.754
O -1.23422 0.08336 2.35846 -3.065 0.899 1.601
O -2.49259 0.87805 4.14661 -1.358 -0.642 -1.905
C -1.39691 1.60189 4.63894 -0.118 -0.001 0.446
H -3.23319 -3.56228 1.49706 -0.270 0.152 -0.262
H -3.39419 -3.10469 3.15078 0.100 0.014 0.177
H -1.90613 -2.79009 2.24428 -0.017 0.564 0.129
H -4.69258 -1.66305 1.55021 -0.101 0.480 0.543
H -3.18095 -1.11252 0.87455 -0.051 -0.201 -0.308
H -1.74156 1.99203 5.59660 0.252 -0.090 0.005
H -1.22698 2.45033 3.97609 0.750 -0.201 0.051
H -0.64730 0.82065 4.76493 0.857 0.890 0.028
C -0.44299 -5.13559 -0.73139 -0.165 -0.696 0.310
C -0.05374 -6.54686 -0.21620 0.158 1.742 0.068
O -1.17678 -7.29554 0.18735 -0.599 -1.000 0.020
C -1.69162 -7.24438 1.42569 1.441 3.596 -0.041
O -1.43761 -6.35667 2.26904 -0.466 -2.570 -1.711
O -2.58852 -8.18655 1.45711 -0.356 -0.787 0.212
C -3.24192 -8.39523 2.69134 -0.370 0.135 0.624
H -1.20753 -5.17422 -1.50733 0.141 -0.413 -0.277
H 0.45256 -4.67102 -1.14402 -0.084 0.252 0.231
H -0.92639 -4.53282 0.03744 0.468 0.077 0.284
H 0.62530 -6.50352 0.63534 0.190 0.285 -0.139
H 0.43766 -7.05664 -1.04490 -0.231 -0.407 0.224
H -2.95939 -7.58578 3.36444 -0.180 -0.190 0.155
H -2.94099 -9.36493 3.08787 -0.003 0.075 0.009
H -4.31612 -8.39025 2.50645 0.081 -0.003 0.040
C -5.46227 4.70027 1.58037 -1.024 0.641 -0.346
C -4.26761 3.98173 1.10339 0.853 -0.790 -0.984
O -4.39878 3.83610 -0.34959 -0.688 -0.265 -1.464
C -3.44527 3.32237 -1.12756 2.393 0.565 1.186
O -2.36657 2.91231 -0.66363 -2.299 0.355 -1.813
O -3.76641 3.51012 -2.45490 -1.665 0.402 3.116
C -2.97508 3.05565 -3.48480 0.943 -0.667 -0.847
H -5.75820 5.39080 0.79063 0.006 0.414 0.266
H -5.21354 5.23448 2.49735 -0.254 -0.012 -0.024
H -6.31885 4.03972 1.71476 0.073 -0.018 0.244
H -4.30223 2.97708 1.52479 0.884 0.011 0.080
H -3.37015 4.57777 1.26895 0.223 -0.542 0.290
H -2.01758 3.57634 -3.47118 0.161 -0.371 -0.044
H -3.47963 3.28532 -4.42329 -0.126 0.264 0.167
H -2.88537 1.96952 -3.46580 0.412 0.004 0.165